The following is a DFT calculation (the ωB97M-V functional and the def2-TZVPD basis) of a 9-piece molecular cluster, C18H52F6O12PS8 overall in a non-equilibrium geometry.

Positions of all 97 atoms, in Å:
H  -20.52  -1.10  -19.59
C  -17.87  -7.21  -27.26
P  -13.15  -7.52  -20.89
C  -15.24  -7.71  -13.78
F  -12.63  -6.74  -19.55
H  -18.39  -6.34  -26.88
C  -16.21  -3.84  -13.37
H  -16.78  -7.16  -27.16
H  -9.24  -8.46  -15.99
H  -8.21  -16.34  -17.79
H  -20.29  0.14  -20.86
S  -16.95  -16.29  -17.42
H  -11.21  -0.48  -21.51
H  -6.24  -6.24  -17.43
O  -22.74  -13.94  -21.88
C  -19.32  -8.57  -29.35
C  -8.65  -1.20  -22.07
H  -8.82  -1.81  -22.96
F  -12.91  -6.09  -21.63
O  -8.83  1.26  -20.99
H  -18.81  -1.02  -22.27
H  -17.66  -4.75  -12.19
O  -17.66  0.97  -20.45
H  -15.94  -3.20  -12.53
H  -23.07  -14.40  -24.99
S  -9.05  -16.42  -19.96
H  -22.73  -12.64  -25.18
H  -7.30  -15.25  -18.93
H  -18.34  -8.03  -26.71
H  -10.94  -15.00  -20.39
H  -22.69  -9.26  -21.32
O  -17.73  -8.05  -14.98
H  -7.40  -7.25  -18.13
H  -21.17  -11.60  -22.25
H  -15.16  -8.78  -13.98
H  -22.14  -11.82  -20.82
C  -18.19  -1.55  -21.55
H  -8.42  -8.61  -14.46
F  -13.64  -8.15  -22.31
C  -7.14  -6.81  -17.17
H  -8.23  -9.92  -15.49
H  -15.47  -4.13  -14.11
O  -9.81  -17.71  -19.87
H  -20.95  -9.58  -21.15
H  -14.89  -7.45  -12.78
O  -15.61  -16.62  -18.08
S  -18.10  -0.43  -20.04
H  -16.74  -16.81  -14.87
H  -17.48  -14.42  -18.90
C  -7.68  -16.25  -18.73
H  -17.09  -3.38  -13.80
H  -20.04  0.54  -19.16
C  -22.11  -11.32  -21.78
C  -16.81  -5.04  -12.81
H  -15.78  -15.45  -15.53
F  -14.60  -6.95  -20.48
H  -18.53  -14.38  -17.50
H  -17.16  -1.58  -21.91
O  -17.23  -5.89  -13.88
O  -17.14  -7.05  -29.89
F  -13.50  -8.88  -20.02
H  -10.68  -15.25  -18.60
H  -9.18  -1.61  -21.22
C  -8.32  -8.83  -15.52
S  -17.19  -7.53  -13.72
C  -21.83  -9.76  -21.77
H  -14.68  -7.24  -14.59
S  -23.53  -13.25  -22.92
H  -7.65  -1.35  -21.66
C  -16.75  -15.94  -15.52
O  -23.22  -11.63  -22.67
H  -9.74  -14.05  -19.44
O  -17.70  -8.00  -12.40
H  -17.67  -15.37  -15.33
S  -9.25  0.63  -22.31
O  -25.03  -13.40  -22.87
C  -10.22  -15.02  -19.56
H  -7.81  -6.06  -16.75
F  -11.61  -8.04  -21.19
H  -20.23  -8.57  -28.74
S  -18.38  -7.03  -29.01
S  -6.69  -8.07  -15.92
H  -18.59  -2.52  -21.27
H  -11.34  -0.30  -23.23
H  -18.76  -9.50  -29.20
C  -11.08  0.24  -22.32
H  -11.67  1.16  -22.22
C  -19.92  -0.24  -19.91
H  -21.68  -13.89  -24.24
H  -6.93  -17.04  -18.68
H  -21.59  -9.35  -22.76
O  -5.86  -9.06  -16.77
C  -22.66  -13.50  -24.52
H  -16.22  -5.60  -12.08
H  -19.63  -8.47  -30.39
H  -16.77  -13.94  -17.32
C  -17.50  -14.57  -17.82

Summary:
Total charge   -1
Calculated total energy   -5745.854408 hartree
HOMO   -6.94 eV
Max |F|   4.6 eV Å⁻¹